No. 1
The following is a DFT calculation (ωB97M-V with the def2-TZVPD basis set) of the molecule C9H20O5Si in a non-equilibrium geometry.

Each line ends with the Mulliken charge.
Geometry (Å):
1 C 0.3567 0.0129 1.1858  -0.14
2 C -0.1072 -0.4343 -0.1388  0.72
3 C 1.7995 -1.7260 4.4881  -1.14
4 C -0.5784 -2.5018 -1.3760  -0.91
5 C -3.0697 1.1914 -1.0084  -0.63
6 C 1.0451 3.2047 -0.6946  -0.75
7 C 0.0523 0.1226 -4.2571  -0.62
8 C 1.1949 -0.8981 2.0291  -0.91
9 C 0.9652 -0.7832 3.5954  -0.49
10 O -0.9367 -0.4460 0.9389  -0.54
11 O 0.2767 -1.7127 -0.6330  -0.39
12 O -1.9378 1.9250 -1.4595  -0.18
13 O 0.4550 2.4263 -1.7319  -0.32
14 O -0.7766 0.6296 -3.2694  -0.35
15 Si -0.5490 1.1828 -1.7577  0.57
16 H 0.2331 1.1674 1.2268  0.25
17 H 1.2534 -2.5742 4.6549  0.33
18 H 2.0757 -1.2890 5.4973  0.32
19 H 2.7418 -2.0508 3.8875  0.26
20 H -1.4822 -2.5637 -0.9155  0.44
21 H -0.1492 -3.3988 -1.5474  0.29
22 H -0.8603 -2.0035 -2.2657  0.26
23 H -3.4079 0.4895 -1.7441  0.31
24 H -3.9370 2.0168 -1.1325  0.23
25 H -3.0338 0.7308 0.0658  0.20
26 H 0.2338 3.5597 0.0298  0.29
27 H 1.1710 4.2410 -1.1830  0.25
28 H 1.8786 2.8515 -0.2440  0.35
29 H 1.0164 0.7892 -4.4698  0.20
30 H -0.4349 0.1243 -5.1460  0.28
31 H 0.2444 -0.8621 -3.8730  0.28
32 H 1.0806 -2.0007 1.7955  0.30
33 H 2.1489 -0.7199 1.7020  0.51
34 H 1.1871 0.1257 3.9934  0.38
35 H -0.1496 -0.8262 3.7573  0.32

As for the SMILES: CCC[C@@H]1O[C@@]1(OC)[Si](OC)(OC)OC. The value obtained for the HOMO-LUMO gap is 9.700 eV. The net charge is 0. The relative energy (zero: lowest compared OMol25 entry of this formula, charge and spin) comes out at 77.6 kcal/mol. Its strongest force on any atom is 6.9 eV/A.

---

No. 2
The following is a DFT calculation (ωB97M-V with the def2-TZVPD basis set) of a structure of composition C14H16NRhSe.

Each line ends with the Mulliken charge.
Geometry (Å):
1 Rh 0.0876 0.2302 -0.3235  0.46
2 C -0.3352 -1.7600 -3.4803  -1.43
3 C 0.0101 -0.4680 -2.7967  0.91
4 C -0.9736 0.5082 -2.5626  -0.68
5 C -0.6655 1.7577 -1.9997  0.72
6 C -1.7168 2.8236 -1.8375  -1.48
7 C 0.6704 1.9894 -1.6097  -0.85
8 C 1.6956 1.0371 -1.8332  0.60
9 C 3.1304 1.3487 -1.4932  -1.50
10 C 1.3330 -0.1927 -2.4018  -0.53
11 H -0.5707 -2.5383 -2.7517  0.27
12 H 0.5043 -2.1098 -4.0782  0.41
13 H -1.2023 -1.6338 -4.1252  0.42
14 H -1.9906 0.3138 -2.8814  0.52
15 H -2.2004 2.7622 -0.8623  0.27
16 H -2.4869 2.7126 -2.5984  0.41
17 H -1.2747 3.8134 -1.9325  0.39
18 H 0.9328 2.9499 -1.1835  0.57
19 H 3.4144 0.9309 -0.5271  0.28
20 H 3.2939 2.4236 -1.4579  0.40
21 H 3.7920 0.9225 -2.2454  0.40
22 H 2.1043 -0.9287 -2.5949  0.54
23 Se -0.6440 -1.2131 1.3638  0.03
24 C -0.6396 -1.3870 3.2420  0.36
25 C -1.4280 -0.5354 4.0189  -0.21
26 C -1.4711 -0.7151 5.4003  -0.39
27 N -0.7308 -1.7184 5.7889  0.04
28 C 0.0393 -2.5992 5.2095  -0.40
29 C 0.0979 -2.4181 3.8277  -0.22
30 H -2.0214 0.2589 3.5865  0.41
31 H -2.0418 -0.1253 6.1076  0.43
32 H 0.5655 -3.3537 5.7823  0.43
33 H 0.7219 -3.0863 3.2492  0.43

The value obtained for the HOMO-LUMO gap (alpha / beta) is 7.942 / 5.566 eV. Its spin multiplicity is 5. The net charge is +2. Its strongest force on any atom is 0.8 eV/A. As for the expectation value of S²: 6.030.

---

No. 3
The following is a DFT calculation (ωB97M-V with the def2-TZVPD basis set) of a cluster of 6 separate species, H12O6 in total.

Each line ends with the Mulliken charge.
Geometry (Å):
1 O 0.4634 -2.2620 -2.7341  -0.62
2 H -0.3494 -2.7681 -2.8326  0.30
3 H 0.2965 -1.6568 -1.9845  0.38
4 O -0.3978 1.3135 2.3627  -0.69
5 H -0.6584 0.8766 3.1820  0.34
6 H -0.9409 0.9020 1.6701  0.33
7 O 0.3445 -0.8208 -0.2339  -0.70
8 H -0.1675 0.0007 -0.1540  0.27
9 H 0.4503 -1.1087 0.6994  0.37
10 O -1.7444 1.0655 -0.4743  -0.62
11 H -2.5388 0.8287 -0.9677  0.27
12 H -1.6381 2.0170 -0.6150  0.33
13 O 1.1261 -1.0576 2.4925  -0.66
14 H 1.1477 -0.0963 2.6151  0.35
15 H 1.9829 -1.3774 2.7996  0.30
16 O 0.7001 1.5844 -2.2250  -0.64
17 H 0.3481 0.8218 -1.7476  0.35
18 H 1.5756 1.7377 -1.8527  0.32

As for the SMILES: O.O.O.O.O.O. The value obtained for the HOMO-LUMO gap is 10.808 eV. The net charge is 0. The relative energy (zero: lowest compared OMol25 entry of this formula, charge and spin) comes out at 23.2 kcal/mol. Its strongest force on any atom is 0.7 eV/A.

---

No. 4
The following is a DFT calculation (ωB97M-V with the def2-TZVPD basis set) of a cluster of 2 separate species, C2H6NS in total in a non-equilibrium geometry.

Each line ends with the Mulliken charge.
Geometry (Å):
1 S -2.5727 1.0410 -0.5527  -0.84
2 H -2.5110 2.3659 -0.3231  -0.05
3 C 1.2507 0.3811 0.2105  -0.63
4 C -0.0695 -1.5007 0.0176  0.01
5 N 1.0401 -1.0558 0.4143  -0.53
6 H 0.7094 0.9338 0.9848  0.25
7 H 0.9522 0.6194 -0.8034  0.29
8 H 2.2698 0.6668 0.4839  0.27
9 H -0.1787 -2.5824 -0.0861  0.25
10 H -0.8904 -0.8691 -0.3456  -0.02

The value obtained for the HOMO-LUMO gap is 6.936 eV. The net charge is -1. The relative energy (zero: lowest compared OMol25 entry of this formula, charge and spin) comes out at 21.0 kcal/mol. Its strongest force on any atom is 1.5 eV/A.

---

What is the net charge in the third record? 0

---

Copy entry 1 word for word.
The following is a DFT calculation (ωB97M-V with the def2-TZVPD basis set) of the molecule C9H20O5Si in a non-equilibrium geometry.

Each line ends with the Mulliken charge.
Geometry (Å):
1 C 0.3567 0.0129 1.1858  -0.14
2 C -0.1072 -0.4343 -0.1388  0.72
3 C 1.7995 -1.7260 4.4881  -1.14
4 C -0.5784 -2.5018 -1.3760  -0.91
5 C -3.0697 1.1914 -1.0084  -0.63
6 C 1.0451 3.2047 -0.6946  -0.75
7 C 0.0523 0.1226 -4.2571  -0.62
8 C 1.1949 -0.8981 2.0291  -0.91
9 C 0.9652 -0.7832 3.5954  -0.49
10 O -0.9367 -0.4460 0.9389  -0.54
11 O 0.2767 -1.7127 -0.6330  -0.39
12 O -1.9378 1.9250 -1.4595  -0.18
13 O 0.4550 2.4263 -1.7319  -0.32
14 O -0.7766 0.6296 -3.2694  -0.35
15 Si -0.5490 1.1828 -1.7577  0.57
16 H 0.2331 1.1674 1.2268  0.25
17 H 1.2534 -2.5742 4.6549  0.33
18 H 2.0757 -1.2890 5.4973  0.32
19 H 2.7418 -2.0508 3.8875  0.26
20 H -1.4822 -2.5637 -0.9155  0.44
21 H -0.1492 -3.3988 -1.5474  0.29
22 H -0.8603 -2.0035 -2.2657  0.26
23 H -3.4079 0.4895 -1.7441  0.31
24 H -3.9370 2.0168 -1.1325  0.23
25 H -3.0338 0.7308 0.0658  0.20
26 H 0.2338 3.5597 0.0298  0.29
27 H 1.1710 4.2410 -1.1830  0.25
28 H 1.8786 2.8515 -0.2440  0.35
29 H 1.0164 0.7892 -4.4698  0.20
30 H -0.4349 0.1243 -5.1460  0.28
31 H 0.2444 -0.8621 -3.8730  0.28
32 H 1.0806 -2.0007 1.7955  0.30
33 H 2.1489 -0.7199 1.7020  0.51
34 H 1.1871 0.1257 3.9934  0.38
35 H -0.1496 -0.8262 3.7573  0.32

As for the SMILES: CCC[C@@H]1O[C@@]1(OC)[Si](OC)(OC)OC. The value obtained for the HOMO-LUMO gap is 9.700 eV. The net charge is 0. The relative energy (zero: lowest compared OMol25 entry of this formula, charge and spin) comes out at 77.6 kcal/mol. Its strongest force on any atom is 6.9 eV/A.

---

Among the records above, which one has the highest strongest force on any atom? C9H20O5Si